(1)
DFT (wB97M-V/def2-TZVPD) results for C29H41F5OP2Pm as an isolated structure at a distorted geometry.

Computed properties:
**Charge**: +1
**2S+1**: 5
**Energy relative to the best compared isomer or geometry (same formula, charge and spin)**: 80.6 kcal/mol

Structure (XYZ):
```
79
C29H41F5OP2Pm | the Open Molecules 2025 dataset | wB97M-V/def2-TZVPD
Pm -0.3094 -1.5833 -0.6606
C 1.9002 1.1255 0.1018
C 1.2238 1.4039 -1.1275
C -0.1819 1.9569 0.6213
C 1.0304 1.4781 1.1744
C -0.0707 1.9074 -0.7999
C 3.2844 0.6314 0.2668
H 3.6448 0.1046 -0.6333
H 3.3685 -0.0531 1.1347
H 3.9857 1.4724 0.4373
C 1.3515 1.4115 2.6046
H 2.2969 0.8970 2.7887
H 0.5705 0.8757 3.1373
H 1.4038 2.4177 3.0323
C -1.3208 2.4884 1.3866
H -1.0429 3.4307 1.8758
H -1.6095 1.7907 2.1745
H -2.1920 2.6742 0.7466
C -1.0857 2.3813 -1.7642
H -0.9227 3.4481 -2.0103
H -2.1070 2.2943 -1.3509
H -1.0418 1.8224 -2.7151
C 1.7719 1.2932 -2.4930
H 1.9610 2.2784 -2.9368
H 1.0746 0.7788 -3.1591
H 2.7207 0.7546 -2.4992
C 0.4172 -5.2874 -1.4437
C 1.8601 -5.1631 -2.0034
C 2.1002 -4.8366 -3.4926
C 1.0195 -3.9849 -4.2165
C 0.1967 -2.9453 -3.5224
C -1.3025 -3.2038 -3.5679
C -1.6977 -4.6431 -3.0641
C -0.6782 -5.6379 -2.4705
H 2.2040 -5.8255 -4.0094
H 0.3808 -4.7135 -4.7200
H 3.0791 -4.3179 -3.6138
H -0.2130 -6.1847 -3.2963
H 0.4233 -5.9911 -0.6165
H 2.4522 -6.0708 -1.7467
H -1.2269 -6.4436 -1.9512
H -2.5332 -4.5849 -2.3579
H -1.6374 -3.1878 -4.6296
H -2.1225 -5.1918 -3.9222
H 1.5228 -3.4919 -5.0735
H 0.4551 -1.9332 -3.8416
P 2.2704 -3.7395 -0.9676
C 2.6909 -4.2511 0.7075
C 2.8824 -2.2893 -1.9100
P -2.2338 -1.7951 -2.6683
C 0.4055 -3.8875 -0.8412
C -2.1654 -0.5344 -3.9635
C -3.9301 -2.2197 -2.3791
H 1.8142 -4.0750 1.3669
H 3.5667 -3.7113 1.0979
H 2.8578 -5.3523 0.6896
H 2.2803 -2.0086 -2.8100
H 3.9095 -2.4680 -2.3287
H 2.9503 -1.3834 -1.2682
H -4.1900 -3.1637 -2.8963
H -4.5450 -1.3983 -2.7767
H -4.0795 -2.3043 -1.2857
H -0.2611 -3.8214 0.0558
H -0.0864 -3.4389 -1.7793
H -2.8241 0.2890 -3.6719
H -2.5274 -0.9494 -4.9216
H -1.1316 -0.1618 -4.0903
F -4.3894 -2.5839 5.5717
C -3.5896 -2.2263 4.5514
C -3.5106 -3.0347 3.4084
F -4.2260 -4.1729 3.3714
C -2.6994 -2.6708 2.3569
F -2.6731 -3.4478 1.2310
C -1.8753 -1.5337 2.3834
O -1.0542 -1.2896 1.3682
C -2.0124 -0.7433 3.5589
F -1.2927 0.4010 3.7242
C -2.8381 -1.0724 4.6009
F -2.9042 -0.2752 5.7044
```

Results of the Löwdin charge analysis, in e, for atoms 1 through 5: number 1, Pm, carries 1.60; number 2, C, carries -0.27; number 3, C, carries -0.30; number 4, C, carries -0.25; number 5, C, carries -0.25


(2)
DFT (wB97M-V/def2-TZVPD) results for a 4-piece molecular cluster, C3H12O4S overall at a distorted geometry.

Computed properties:
**Charge**: 0
**SMILES**: O=CCCS.O.O.O
**Energy relative to the best compared isomer or geometry (same formula, charge and spin)**: 12.9 kcal/mol

Structure (XYZ):
```
20
C3H12O4S | the Open Molecules 2025 dataset | wB97M-V/def2-TZVPD
O 2.5749 0.7767 -2.1651
C 1.7834 0.2166 -1.4594
C 0.9993 0.8961 -0.3582
C 1.2082 0.0990 0.9344
S 0.5249 1.0116 2.3623
H 1.5956 -0.8860 -1.4943
H -0.0404 0.9615 -0.6728
H 1.4273 1.8918 -0.2795
H 0.7917 -0.8973 0.7948
H 2.2694 0.1115 1.1701
H -0.7143 1.1953 1.8792
O -2.1743 -0.8981 -1.0749
H -2.8825 -1.5010 -0.8430
H -2.3349 -0.4169 -1.8896
O -1.0082 -3.6195 -1.2151
H -0.1869 -3.2364 -1.5435
H -0.8737 -3.7769 -0.2731
O -2.5864 1.2586 0.7387
H -3.1853 1.9733 1.0001
H -2.5958 0.8985 -0.1553
```

Results of the Löwdin charge analysis, in e, for atoms 1 through 5: number 1, O, carries 0.06; number 2, C, carries -0.29; number 3, C, carries -0.24; number 4, C, carries -0.56; number 5, S, carries 0.70


(3)
DFT (wB97M-V/def2-TZVPD) results for C35H48O3P4Re as an isolated structure at a distorted geometry.

Computed properties:
**Charge**: +4
**2S+1**: 4
**Energy relative to the best compared isomer or geometry (same formula, charge and spin)**: 67.7 kcal/mol

Structure (XYZ):
```
91
C35H48O3P4Re | the Open Molecules 2025 dataset | wB97M-V/def2-TZVPD
P 2.8674 -2.1054 -1.1803
C 3.6679 -1.8316 0.4587
H 4.6600 -2.3123 0.5164
H 3.0126 -2.2899 1.2166
H 3.7550 -0.7576 0.6792
C 4.1188 -3.2670 -1.8699
H 4.6331 -2.8222 -2.7354
H 3.5770 -4.1732 -2.1873
H 4.8360 -3.5364 -1.0815
C 3.3159 -0.5655 -2.0872
H 3.8164 -0.7721 -3.0479
H 3.9533 0.0475 -1.4413
H 2.4105 0.0136 -2.3074
P -1.1285 5.2916 -1.6049
C -1.4923 6.2106 -0.0572
H -1.8053 7.2529 -0.2071
H -0.5642 6.1830 0.5398
H -2.2581 5.6504 0.5029
C -0.3367 6.5256 -2.7149
H -0.3238 6.1017 -3.7314
H 0.7097 6.6330 -2.3899
H -0.8348 7.5033 -2.7190
C -2.7921 5.0899 -2.4300
H -3.2863 6.0481 -2.6826
H -3.4483 4.4876 -1.7756
H -2.6231 4.5136 -3.3597
P -1.7304 -2.6668 -1.4518
C -1.8830 -2.4311 0.3361
H -1.6101 -3.3907 0.8135
H -2.9039 -2.1102 0.6261
H -1.1463 -1.6526 0.6343
C -3.3275 -3.3867 -1.9826
H -3.5392 -4.2478 -1.3309
H -3.2202 -3.6888 -3.0403
H -4.1133 -2.6094 -1.8977
C -0.3706 -3.8863 -1.5231
H -0.7715 -4.8270 -1.1266
H 0.4944 -3.5316 -0.9280
H -0.0601 -3.9912 -2.5752
Re -0.5467 0.9242 -4.1510
C 0.3529 0.7494 -2.3318
O 0.6937 0.6842 -1.2250
C -2.1603 0.5477 -2.9964
O -3.0310 0.3600 -2.2522
C -1.6186 0.5495 -5.8911
C -1.1207 -0.6500 -5.3155
C 0.2502 -0.7723 -4.9884
C 1.1174 0.3129 -5.2524
C 0.6137 1.5112 -5.7797
C -0.7511 1.6376 -6.0910
H -2.6815 0.6720 -6.0704
H -1.7967 -1.4617 -5.0869
H 0.6059 -1.6571 -4.4636
H 2.1596 0.2682 -4.9725
H 1.2451 2.3784 -5.9007
H -1.1572 2.5790 -6.4088
O 0.5423 -0.6386 1.2090
P 0.2936 -0.5830 2.6951
C 1.5952 0.2739 3.5853
C 2.4129 1.1696 2.8835
C 3.3650 1.9151 3.5773
C 3.5071 1.7570 4.9616
C 2.7151 0.8356 5.6536
C 1.7636 0.0845 4.9619
C -1.2620 0.2742 3.0329
C -1.9619 0.1254 4.2398
C -3.2111 0.7378 4.3990
C -3.7498 1.5184 3.3674
C -3.0197 1.7195 2.1880
C -1.7643 1.1281 2.0330
C 0.2397 -2.2391 3.3844
C 1.4336 -2.8616 3.7944
C 1.3993 -4.1741 4.2701
C 0.2021 -4.8973 4.2496
C -0.9694 -4.3006 3.7717
C -0.9581 -2.9698 3.3549
H 2.2950 1.2691 1.7988
H 3.9973 2.6164 3.0351
H 4.2430 2.3524 5.5035
H 2.8354 0.6906 6.7262
H 1.1652 -0.6590 5.4975
H -1.5437 -0.4686 5.0557
H -3.7626 0.6063 5.3336
H -4.7334 1.9796 3.4807
H -3.4227 2.3370 1.3816
H -1.1650 1.3012 1.1375
H 2.3792 -2.3205 3.7730
H 2.3103 -4.6348 4.6583
H 0.1724 -5.9265 4.6055
H -1.9074 -4.8582 3.7244
H -1.8688 -2.4928 2.9966
```

Results of the Löwdin charge analysis, in e, for atoms 1 through 5: number 1, P, carries 1.09; number 2, C, carries -0.20; number 3, H, carries 0.08; number 4, H, carries 0.04; number 5, H, carries 0.06


(4)
DFT (wB97M-V/def2-TZVPD) results for one molecule with the formula C3H4O2 at a distorted geometry.

Computed properties:
**Charge**: 0
**2S+1**: 3
**Energy relative to the best compared isomer or geometry (same formula, charge and spin)**: 68.5 kcal/mol

Structure (XYZ):
```
9
C3H4O2 | the Open Molecules 2025 dataset | wB97M-V/def2-TZVPD
C 0.1699 1.0800 1.0779
C -0.3491 -0.0139 0.3551
C 0.1900 -0.7601 -0.7522
O 0.9552 1.5819 1.7883
O -0.7691 1.4031 0.1739
H -1.4061 -0.4889 0.8175
H 0.0667 -0.2901 -1.6696
H -0.1138 -1.7347 -0.9539
H 1.2564 -0.7772 -0.8370
```

Results of the Löwdin charge analysis, in e, for atoms 1 through 5: number 1, C, carries -0.54; number 2, C, carries -0.21; number 3, C, carries -0.04; number 4, O, carries 0.26; number 5, O, carries 0.10


| no. | energy (Eh) |
| --- | --- |
| 1 | -2994.7891 |
| 2 | -820.6142 |
| 3 | -3030.3143 |
| 4 | -266.9205 |